1.
Molecular formula: C2H40N2O17
Method: DFT, ωB97M-V/def2-TZVPD

Geometry as ORCA input:
```
! RIJCOSX wB97M-V def2-TZVPD def2/J DEFGRID3
* xyz 0 1
C 1.0261 -0.0834 -0.7867
C 0.1641 -1.0467 -0.3658
N -0.4037 -0.8408 0.9663
N 1.6076 -0.1034 -2.0537
H 1.3556 0.8364 -0.1802
H -0.2256 -1.7030 -1.0997
H 0.3215 -0.8509 1.7076
H -1.2887 -1.4508 1.1802
H 1.7889 0.7978 -2.4111
H 1.1318 -0.7070 -2.7198
H -2.0601 1.1188 2.2392
H -1.0117 0.9059 3.1788
O -1.1873 1.4757 2.4183
H -4.5721 0.4833 1.3558
H -3.2967 -0.4176 1.2349
O -3.6325 0.5395 1.0682
H -1.1920 3.3640 2.1249
H -0.1292 4.2490 2.4765
O -0.8153 4.2952 1.9643
H 0.8262 2.6844 -1.6522
H 2.3990 3.4026 -2.0415
O 1.5329 2.8836 -2.3463
H 2.8335 0.3808 1.6132
H 3.3851 -0.5073 0.4048
O 3.2228 -0.4507 1.4030
H -2.6168 1.3411 -0.3555
H -1.3157 0.7712 -0.0707
O -1.7172 1.4310 -0.6815
H 0.3384 -0.9402 4.4312
H -0.6488 -1.8020 3.8908
O -0.4894 -0.8450 3.9663
H 0.5249 1.6677 1.7575
H 1.7255 2.2034 0.9095
O 1.4508 1.7710 1.7310
H -2.0442 0.6098 -2.5256
H -1.5473 1.2552 -3.7661
O -1.8550 0.4439 -3.4491
H 1.1651 -3.7771 -2.6531
H 0.2582 -2.9409 -1.8998
O 1.1920 -3.1180 -2.0549
H 2.3486 -1.5149 2.7363
H 1.9532 -3.0284 2.7273
O 1.5903 -2.1349 2.8112
H -1.4055 -2.8411 -4.0102
H -1.3883 -1.9002 -2.8220
O -1.2972 -2.8196 -3.0370
H 0.5862 -2.9972 1.1028
H 0.0883 -4.0121 0.0493
O 0.0484 -3.7830 0.9433
H 4.1021 -0.9789 -1.6648
H 3.4168 -2.1169 -2.0907
O 4.3073 -1.9105 -1.9082
H -0.1882 3.9316 0.0177
H -0.3953 2.3315 0.0837
O 0.1267 3.0422 -0.0493
H -0.1885 3.3019 -3.0462
H -1.2108 2.8966 -2.0564
O -1.1142 2.9749 -2.9017
H -2.8977 -2.0035 2.5922
H -3.3722 -2.8184 1.3896
O -3.0032 -2.0248 1.6710
*
```

E_LUMO: -0.38 eV
E_HOMO: -7.19 eV
electronic energy: -1488.6712 Eh

Mulliken population analysis, charges in e, atoms 1 to 5: number 1, C, carries -0.35; number 2, C, carries -0.60; number 3, N, carries 0.71; number 4, N, carries -0.20; number 5, H, carries 0.41

2.
Molecular formula: C35H44N4OSi2V
Method: DFT, ωB97M-V/def2-TZVPD

Geometry as ORCA input:
```
! RIJCOSX wB97M-V def2-TZVPD def2/J DEFGRID3
* xyz 0 4
V -0.8973 0.8135 0.1822
C 1.4205 -1.4159 2.7412
N 0.4292 -2.3226 2.1680
C 0.7876 -3.7379 2.1426
C -0.0641 -4.4661 1.1243
C -1.5166 -4.2260 1.4655
N -1.7754 -2.7906 1.5756
C -3.1368 -2.3547 1.3396
C -0.7976 -1.8744 1.8011
O -1.0662 -0.6361 1.7203
H 1.7114 -1.7833 3.7292
H 0.9903 -0.4309 2.8489
H 2.3098 -1.3564 2.1062
H 0.6617 -4.1795 3.1389
H 1.8439 -3.8010 1.8866
H 0.1558 -5.5328 1.1268
H 0.1420 -4.0743 0.1254
H -1.7808 -4.7295 2.4023
H -2.1648 -4.6221 0.6823
H -3.8141 -2.9568 1.9468
H -3.4169 -2.4741 0.2915
H -3.2443 -1.3156 1.6278
C 1.9116 2.1131 1.9422
Si 0.2873 2.8000 2.6021
C 0.6324 4.6261 2.9565
C -0.1294 2.0075 4.2690
N -0.9283 2.4241 1.4456
C -2.2174 2.9112 1.4770
C -2.5499 4.2384 1.8326
C -3.8582 4.6947 1.8025
C -4.9050 3.8653 1.4070
C -4.6085 2.5551 1.0545
C -3.3028 2.0859 1.1092
H 2.4266 2.8716 1.3344
H 1.7637 1.2378 1.3044
H 2.5904 1.8246 2.7610
H 1.5279 4.6813 3.5950
H -0.1778 5.1347 3.4948
H 0.8481 5.1873 2.0363
H 0.7084 2.0811 4.9778
H -0.3884 0.9492 4.1439
H -0.9965 2.5041 4.7240
H -1.7496 4.9276 2.0946
H -4.0632 5.7242 2.0812
H -5.9263 4.2295 1.3841
H -5.4033 1.8786 0.7593
H -3.1394 1.0249 0.8858
C -1.7742 3.4046 -3.4647
C -1.5780 2.5481 -2.3089
N -1.3945 1.8893 -1.4002
H -2.3142 2.8637 -4.2386
H -0.7995 3.6990 -3.8545
H -2.3420 4.2880 -3.1757
C -1.3104 -4.0966 -2.9511
C 0.0388 -3.8995 -3.2431
C 0.7062 -2.7920 -2.7357
C 0.0711 -1.8602 -1.9018
C -1.2842 -2.0798 -1.6383
C -1.9756 -3.1750 -2.1570
Si 0.9523 -0.2714 -1.2599
C 2.6346 -0.8970 -0.6041
C 2.9410 -2.2508 -0.4223
C 4.1438 -2.6617 0.1451
C 5.0824 -1.7208 0.5522
C 4.8041 -0.3693 0.3867
C 3.5983 0.0297 -0.1783
C 1.3469 0.5232 -2.9617
C 2.5801 1.0808 -3.3152
C 2.7894 1.6669 -4.5617
C 1.7663 1.7054 -5.4993
C 0.5342 1.1417 -5.1811
C 0.3348 0.5631 -3.9326
H -1.8397 -4.9538 -3.3570
H 0.5640 -4.6037 -3.8816
H 1.7530 -2.6401 -3.0012
H -1.8423 -1.3803 -1.0188
H -3.0351 -3.3029 -1.9509
H 2.2231 -3.0087 -0.7218
H 4.3492 -3.7220 0.2683
H 6.0224 -2.0376 0.9944
H 5.5229 0.3768 0.7076
H 3.3934 1.0960 -0.2649
H 3.4080 1.0554 -2.6117
H 3.7628 2.0877 -4.8016
H 1.9303 2.1542 -6.4739
H -0.2662 1.1379 -5.9140
H -0.6269 0.1009 -3.7191
*
```

E_LUMO (alpha / beta): 0.43 / 0.40 eV
E_HOMO (alpha / beta): -6.42 / -6.95 eV
electronic energy: -3177.4440 Eh

Mulliken population analysis, charges in e, atoms 1 to 5: number 1, V, carries 0.58; number 2, C, carries -0.16; number 3, N, carries 0.39; number 4, C, carries -0.97; number 5, C, carries 0.05

3.
Molecular formula: C17H29IN6O3STi
Method: DFT, ωB97M-V/def2-TZVPD

Geometry as ORCA input:
```
! RIJCOSX wB97M-V def2-TZVPD def2/J DEFGRID3
* xyz 0 3
Ti 0.4908 0.1189 -0.6070
C 2.9573 -1.5480 0.5610
C 2.1505 -2.5470 -0.2404
N 0.7199 -2.1502 -0.3277
C -0.2001 -2.5854 0.7740
C 0.0157 -1.6393 1.9186
N 0.2650 -0.2470 1.5241
C 1.3686 0.4013 2.3525
C 2.5461 0.6862 1.4615
N 2.6459 -0.1390 0.2547
H 2.7791 -1.7650 1.6042
H 4.0957 -1.7098 0.4670
H 2.4941 -2.7154 -1.2571
H 2.2191 -3.5453 0.2343
H 0.2996 -2.5718 -1.1896
H -1.1888 -2.3818 0.3933
H -0.0806 -3.6482 1.1118
H -0.9219 -1.5724 2.5622
H 0.7995 -2.0316 2.5776
H -0.5455 0.2990 1.8761
H 0.8917 1.3317 2.7513
H 1.5686 -0.2842 3.2177
H 2.5513 1.7961 1.2352
H 3.3868 0.5354 2.1285
H 3.3999 0.3009 -0.2159
N -4.3352 3.0046 2.5893
C -3.9300 1.9741 2.9273
C -3.3962 0.6814 3.3114
C -2.6737 0.5738 4.5402
C -2.3787 -0.7184 5.0435
N -2.8415 -1.8153 4.5192
C -3.6010 -1.7463 3.3954
C -3.8160 -0.5222 2.6976
H -2.2026 1.3815 5.1434
H -1.7237 -0.8070 5.9413
H -3.9723 -2.7121 3.0294
H -4.3244 -0.6458 1.7823
O 2.6490 3.3339 -1.1114
N 1.5552 3.2050 -0.5964
O 1.0616 1.8452 -0.5739
O 0.8472 -0.2252 -2.5721
S 1.6783 0.8697 -3.3520
C 0.5178 2.2941 -3.5439
C -0.3558 1.9869 -4.7615
C 0.5230 1.4374 -5.8678
C 1.4939 0.4372 -5.2662
H 1.1625 3.1400 -3.7110
H -0.1772 2.5487 -2.6815
H -0.9246 2.9040 -5.0375
H -1.2020 1.3170 -4.4275
H 1.0235 2.2480 -6.3688
H -0.0147 0.9353 -6.6471
H 2.5390 0.3582 -5.6002
H 1.1559 -0.6425 -5.1794
I -3.4157 1.4127 -1.3078
C -1.7596 0.2409 -0.6905
H -2.0071 -0.7552 -1.1890
H -1.8631 0.0727 0.3978
*
```

E_LUMO (alpha / beta): -0.94 / -0.86 eV
E_HOMO (alpha / beta): -3.21 / -7.20 eV
electronic energy: -2764.5478 Eh

Mulliken population analysis, charges in e, atoms 1 to 5: number 1, Ti, carries 0.84; number 2, C, carries -0.71; number 3, C, carries -0.78; number 4, N, carries -0.07; number 5, C, carries -1.07

4.
Molecular formula: C12H11ClN2O2SeZr
Method: DFT, ωB97M-V/def2-TZVPD

Geometry as ORCA input:
```
! RIJCOSX wB97M-V def2-TZVPD def2/J DEFGRID3
* xyz 2 1
Zr -0.1829 0.9143 -1.4339
Cl -2.8612 -3.1314 4.0422
C -2.0384 -2.0772 2.9764
C -1.1626 -1.1077 3.4830
C -0.4808 -0.2355 2.6473
C -0.6569 -0.3056 1.2790
O 0.0187 0.5634 0.4912
C -1.5412 -1.2903 0.7343
C -1.7843 -1.4878 -0.6334
O -1.2690 -0.8255 -1.6076
C -2.2221 -2.1690 1.6198
H -1.0159 -1.0430 4.5538
H 0.1963 0.4992 3.0601
H -2.4714 -2.2814 -0.9321
H -2.8901 -2.9188 1.2154
Se 0.9371 2.5150 -3.1118
C 2.1527 1.3803 -2.1416
C 2.0610 -0.0185 -2.3282
C 2.7979 -0.8682 -1.4891
N 3.5615 -0.4146 -0.5097
C 3.6444 0.9019 -0.3285
C 2.9507 1.8393 -1.0916
H 1.5288 -0.4280 -3.1893
H 2.7678 -1.9430 -1.6330
H 4.2989 1.2350 0.4685
H 3.0511 2.8960 -0.8817
N -2.1122 2.2665 -1.3255
H -2.5500 2.2928 -0.4032
H -2.8531 2.0072 -1.9797
H -1.8749 3.2344 -1.5510
*
```

E_LUMO: -9.06 eV
E_HOMO: -15.60 eV
electronic energy: -3632.0525 Eh

Mulliken population analysis, charges in e, atoms 1 to 5: number 1, Zr, carries 1.62; number 2, Cl, carries -0.13; number 3, C, carries -0.11; number 4, C, carries -0.40; number 5, C, carries -0.56